{
  "formula": "C25H47N5O34S7",
  "method": "ωB97M-V/def2-TZVPD",
  "elements": ["C", "N", "O", "O", "H", "H", "H", "C", "N", "O", "O", "H", "H", "H", "C", "N", "O", "O", "H", "H", "H", "O", "S", "O", "O", "C", "C", "O", "H", "H", "H", "H", "O", "S", "O", "O", "C", "C", "O", "H", "H", "H", "H", "O", "S", "O", "O", "C", "C", "O", "H", "H", "H", "H", "O", "S", "O", "O", "C", "C", "O", "H", "H", "H", "H", "O", "S", "O", "O", "C", "C", "O", "H", "H", "H", "H", "O", "S", "O", "O", "C", "C", "O", "H", "H", "H", "H", "O", "S", "O", "O", "C", "C", "O", "H", "H", "H", "H", "C", "C", "C", "N", "C", "H", "H", "H", "H", "H", "C", "C", "C", "N", "C", "H", "H", "H", "H", "H"],
  "positions_angstrom": [[1.26307, -4.13104, -3.26628], [0.71218, -2.94265, -3.92165], [0.86770, -1.78247, -3.46568], [0.31899, -3.08145, -5.06129], [2.15963, -3.68829, -2.83238], [1.55973, -4.83526, -4.04356], [0.49747, -4.54783, -2.61187], [-2.40965, 6.06644, -1.82385], [-2.21885, 4.59284, -1.72811], [-3.07527, 3.83544, -2.29354], [-1.18887, 4.24456, -1.20806], [-1.43038, 6.51782, -1.66459], [-3.12452, 6.38312, -1.06438], [-2.69273, 6.25023, -2.86028], [0.65086, 0.01034, 3.84997], [0.04812, 0.08275, 5.21443], [0.54026, -0.69613, 6.05145], [-0.89447, 0.85758, 5.55439], [1.71781, -0.06595, 4.05950], [0.48602, 0.84664, 3.17062], [0.34779, -0.87478, 3.29068], [2.86561, 2.35751, -6.12785], [1.73924, 2.72994, -5.25615], [1.76168, 4.06978, -4.65872], [0.27119, 2.43258, -6.02813], [-0.70119, 1.87061, -5.08188], [0.06706, 1.56974, -3.76848], [1.36484, 1.50314, -4.18716], [-1.42995, 2.64521, -4.84312], [-1.27834, 1.01380, -5.42956], [-0.27783, 0.62422, -3.34998], [-0.03102, 2.44349, -3.12424], [-6.18357, -1.19789, 0.45246], [-5.61625, -0.97967, -0.87046], [-5.79000, -1.97173, -1.92114], [-5.91059, 0.55817, -1.50992], [-4.77195, 1.12793, -2.16786], [-3.63139, 0.26332, -1.74883], [-4.00746, -0.54391, -0.65919], [-4.92658, 1.16443, -3.24622], [-4.75843, 2.15589, -1.80561], [-2.72114, 0.77942, -1.44359], [-3.47775, -0.42719, -2.57810], [-2.11200, -2.20017, 4.00841], [-3.45099, -1.91118, 4.56335], [-3.63349, -0.81757, 5.50901], [-4.62355, -1.89230, 3.31491], [-4.72958, -3.21814, 2.88242], [-4.75494, -4.06567, 4.20243], [-4.09926, -3.27153, 5.21014], [-5.59643, -3.34322, 2.23356], [-3.89228, -3.53876, 2.26255], [-4.29464, -5.04930, 4.10918], [-5.74966, -4.09520, 4.64715], [4.88839, 1.63686, 1.64332], [4.35731, 2.82933, 2.35509], [5.12943, 3.41244, 3.42411], [3.82754, 3.93441, 1.26602], [2.52755, 3.65820, 0.74518], [1.95603, 2.60747, 1.71398], [2.81024, 2.52961, 2.89575], [1.95870, 4.58235, 0.64296], [2.51472, 3.38427, -0.30976], [1.90705, 1.57467, 1.36895], [0.99453, 2.95496, 2.09195], [6.46281, 3.49906, -2.12118], [5.06189, 3.36048, -2.60798], [4.27849, 4.61345, -2.85270], [4.99428, 2.40822, -3.92273], [5.25722, 1.06889, -3.61068], [4.51312, 0.84722, -2.29500], [4.25651, 2.17012, -1.74777], [4.91566, 0.47357, -4.45746], [6.32518, 0.85118, -3.59810], [5.07333, 0.27401, -1.55629], [3.65395, 0.17707, -2.32382], [-1.91794, -4.59942, -1.36960], [-2.17891, -4.04526, -0.02020], [-3.19690, -3.04432, 0.17368], [-2.41453, -5.36968, 0.99397], [-1.15969, -5.99310, 1.20624], [-0.18734, -4.85866, 1.45645], [-0.76139, -3.73453, 0.87996], [-1.37533, -6.59427, 2.08953], [-0.72204, -6.59305, 0.40835], [0.77705, -5.10727, 1.01346], [-0.03733, -4.73057, 2.52845], [2.98487, -3.04333, -0.07252], [3.73202, -2.61348, 1.06358], [3.00375, -2.34110, 2.25640], [5.09531, -3.55094, 1.33281], [6.29158, -2.94140, 0.91863], [5.97451, -1.46410, 0.94138], [4.58983, -1.25985, 0.62930], [7.05606, -3.19963, 1.65143], [6.52780, -3.29212, -0.08600], [6.71849, -0.97493, 0.31266], [6.21769, -1.08804, 1.93513], [-3.42122, 2.59255, 1.47423], [-2.74040, 3.45111, 2.30000], [-2.37897, 2.78727, 3.49357], [-2.95538, 1.53501, 3.30882], [-3.64711, 1.36789, 2.12041], [-3.75342, 2.83493, 0.47558], [-2.47924, 4.47498, 2.07668], [-1.85758, 3.16402, 4.36110], [-3.03254, 0.79247, 3.98910], [-4.01016, 0.38652, 1.85297], [0.24268, -1.02965, 0.15063], [0.83683, -0.01778, -0.62285], [-0.05250, 1.04144, -0.49781], [-0.97743, 0.74058, 0.49711], [-0.89077, -0.54997, 0.78717], [0.49996, -2.07816, 0.17935], [1.69919, -0.06407, -1.27138], [-0.22597, 2.01705, -0.92733], [-1.70792, 1.33620, 0.86006], [-1.58328, -1.01928, 1.47024]],
  "lowdin_charge": [0.05, -0.41, 0.03, 0.07, 0.10, 0.10, 0.09, 0.05, -0.39, 0.01, 0.07, 0.10, 0.11, 0.10, 0.05, -0.36, 0.05, 0.02, 0.10, 0.07, 0.08, -0.24, 0.77, -0.25, -0.21, -0.13, -0.24, -0.21, 0.11, 0.13, 0.12, 0.10, -0.24, 0.75, -0.24, -0.21, -0.18, -0.20, -0.24, 0.13, 0.10, 0.12, 0.13, -0.26, 0.75, -0.23, -0.19, -0.21, -0.13, -0.21, 0.14, 0.08, 0.13, 0.13, -0.27, 0.73, -0.23, -0.20, -0.16, -0.16, -0.22, 0.13, 0.11, 0.10, 0.12, -0.26, 0.78, -0.25, -0.22, -0.18, -0.14, -0.22, 0.14, 0.13, 0.11, 0.11, -0.25, 0.80, -0.22, -0.21, -0.19, -0.20, -0.22, 0.14, 0.13, 0.13, 0.14, -0.24, 0.68, -0.22, -0.20, -0.19, -0.20, -0.20, 0.14, 0.13, 0.14, 0.13, -0.16, -0.13, -0.07, 0.02, -0.09, 0.08, 0.09, 0.11, 0.09, 0.10, -0.10, -0.07, -0.14, 0.04, -0.16, 0.07, 0.08, 0.08, 0.09, 0.11],
  "orbital_gap_ev": 7.4,
  "e_tot_ev": -179579.273,
  "smiles": "C[N+](=O)[O-].C[N+](=O)[O-].C[N+](=O)[O-].O=S1(=O)OCCO1.O=S1(=O)OCCO1.O=S1(=O)OCCO1.O=S1(=O)OCCO1.O=S1(=O)OCCO1.O=S1(=O)OCCO1.O=S1(=O)OCCO1.c1cc[nH]c1.c1cc[nH]c1"
}



{
  "formula": "C4H7NO2",
  "method": "ωB97M-V/def2-TZVPD",
  "elements": ["C", "N", "C", "C", "O", "C", "O", "H", "H", "H", "H", "H", "H", "H"],
  "positions_angstrom": [[-0.88392, -0.08983, 2.18448], [-0.93993, 1.11591, 1.40749], [-0.51600, 1.55466, 0.37333], [1.32332, -0.67845, -0.49436], [0.49118, -1.03276, -1.44382], [0.07102, -0.35763, -2.45478], [-0.19172, 2.12923, -0.60608], [-0.37824, -0.89144, 1.63574], [-0.34251, 0.10009, 3.11471], [-1.89942, -0.40243, 2.43592], [1.64860, -1.50136, 0.12380], [1.87670, 0.24713, -0.61459], [-0.68023, -0.84960, -3.05282], [0.42116, 0.65648, -2.60902]],
  "lowdin_charge": [-0.10, 0.07, -0.35, -0.07, -0.14, -0.04, 0.11, 0.06, 0.08, 0.08, 0.07, 0.08, 0.07, 0.08],
  "orbital_gap_ev": [8.4, 8.0],
  "e_tot_ev": -9842.622
}



{
  "formula": "C2H4P2",
  "method": "ωB97M-V/def2-TZVPD",
  "elements": ["C", "C", "P", "P", "H", "H", "H", "H"],
  "positions_angstrom": [[2.24732, -0.64267, -0.01469], [1.17834, -0.03518, -0.04607], [-0.22664, 0.98608, -0.09230], [-1.76698, -0.45517, -0.18591], [3.17503, -0.99886, 0.31318], [-0.35855, 1.54452, -1.33076], [-2.79024, 0.36813, 0.14020], [-1.45827, -0.76687, 1.21636]],
  "lowdin_charge": [0.04, -0.53, 0.47, 0.45, 0.01, -0.13, -0.20, -0.11],
  "orbital_gap_ev": 9.3,
  "e_tot_ev": -20713.216,
  "smiles": "C#C[PH]#[PH2]"
}



{
  "formula": "C27H28Cl2IrN3O2S2",
  "method": "ωB97M-V/def2-TZVPD",
  "elements": ["Ir", "C", "C", "N", "C", "C", "S", "C", "C", "N", "H", "H", "H", "H", "H", "H", "H", "H", "H", "H", "H", "H", "H", "H", "Cl", "C", "C", "C", "Cl", "C", "C", "C", "C", "N", "C", "C", "O", "H", "H", "H", "H", "O", "S", "C", "C", "C", "C", "C", "C", "C", "C", "C", "C", "C", "C", "H", "H", "H", "H", "H", "H", "H", "H", "H", "H"],
  "positions_angstrom": [[0.77023, 0.97176, -0.52968], [1.26668, 0.65971, -3.42269], [0.80110, 2.08490, -3.17180], [1.21590, 2.54310, -1.80480], [2.61449, 3.05349, -1.68186], [3.65120, 1.95154, -1.57237], [3.06834, 0.59305, -0.48653], [3.19845, -0.87188, -1.58450], [1.82964, -1.34920, -2.05356], [0.90204, -0.20526, -2.26299], [2.34411, 0.61335, -3.55666], [0.81912, 0.27373, -4.33892], [-0.28838, 2.12837, -3.20063], [1.18626, 2.76553, -3.93238], [0.61206, 3.32639, -1.56201], [2.64005, 3.67479, -0.78730], [2.85339, 3.70108, -2.52825], [4.55610, 2.35742, -1.12082], [3.94262, 1.52604, -2.52920], [3.67389, -1.65668, -0.99795], [3.89188, -0.60698, -2.38112], [1.37624, -1.96946, -1.28724], [1.92898, -1.94377, -2.96439], [-0.03705, -0.58348, -2.39567], [-4.23140, 1.57475, -0.50883], [-3.11340, 2.34258, 0.50235], [-3.52712, 3.23694, 1.47302], [-2.61089, 3.88276, 2.29783], [-3.16271, 4.99514, 3.43040], [-1.19386, 3.61111, 2.19788], [-0.20504, 4.19143, 3.00753], [1.10814, 3.81900, 2.82487], [1.42957, 2.87637, 1.84862], [0.51028, 2.33371, 1.05582], [-0.78644, 2.69322, 1.23170], [-1.72396, 2.06647, 0.32578], [-1.27729, 1.28967, -0.57823], [-4.58293, 3.44469, 1.58898], [-0.47469, 4.91396, 3.76653], [1.89520, 4.23455, 3.43838], [2.44865, 2.53167, 1.72914], [0.26755, -0.83721, 0.41003], [-1.14060, -1.33818, 0.86747], [-1.60495, -2.48158, -0.39254], [-0.92085, -3.68470, -0.56205], [-1.30633, -4.52649, -1.58926], [-2.36650, -4.17227, -2.42322], [-3.04740, -2.97830, -2.23725], [-2.66647, -2.11855, -1.21370], [-0.77530, -2.39191, 2.24233], [0.52722, -2.63438, 2.64685], [0.73166, -3.46811, 3.73847], [-0.35044, -4.03301, 4.39813], [-1.65000, -3.77527, 3.97589], [-1.87420, -2.94211, 2.89301], [-0.13039, -3.97082, 0.12209], [-0.80311, -5.47410, -1.72677], [-2.67230, -4.84593, -3.21265], [-3.88361, -2.72330, -2.87389], [-3.19545, -1.18853, -1.04421], [1.35963, -2.18180, 2.12680], [1.73913, -3.67977, 4.06957], [-0.18307, -4.67231, 5.25426], [-2.48870, -4.22186, 4.49178], [-2.88501, -2.73504, 2.56041]],
  "lowdin_charge": [1.23, -0.12, -0.12, -0.19, -0.20, -0.35, 0.96, -0.33, -0.21, -0.17, 0.11, 0.15, 0.14, 0.15, 0.14, 0.12, 0.15, 0.11, 0.09, 0.10, 0.10, 0.10, 0.15, 0.14, 0.88, -0.55, -0.06, -0.55, 0.92, -0.13, 0.05, 0.03, -0.06, -0.03, -0.13, -0.33, -0.15, 0.14, 0.12, 0.14, 0.12, -0.66, 1.12, -0.40, -0.06, -0.03, -0.03, -0.04, -0.08, -0.41, -0.07, -0.04, -0.03, -0.03, -0.07, 0.12, 0.13, 0.13, 0.12, 0.08, 0.10, 0.12, 0.13, 0.13, 0.12],
  "orbital_gap_ev": [7.1, 5.2],
  "e_tot_ev": -86549.643,
  "charge": 3,
  "s_squared": 0.775,
  "multiplicity": 2
}